[1]
This record from OMol25 describes a structure of composition C32H28ClMgN5O5S in a non-equilibrium geometry. The level of theory is ωB97M-V/def2-TZVPD.

## Properties
Electronic energy, a.u.: -2944.5332
Maximum force, eV Å⁻¹: 1.11
Charge: 0
ΔE to the lowest compared entry with this formula, charge and spin, kcal/mol: 9.68
HOMO level, eV: -6.6
E_LUMO, eV: 0.480
Frontier orbital gap, eV: 7.100

Last column: Löwdin charge in e.
Element x y z (Å)
Mg: 1.43501 1.50329 -0.51921  0.473
C: 4.22956 -4.30700 -1.65137  -0.055
C: 3.45090 -3.18042 -1.02070  -0.278
C: 2.10360 -3.30834 -0.69603  -0.040
C: 1.40725 -2.27225 -0.10019  -0.028
C: 2.01645 -1.04818 0.21422  -0.237
N: 1.35478 0.02505 0.79651  -0.003
C: 0.48171 -0.13205 1.83692  -0.225
C: 0.44366 -1.29230 2.64615  -0.017
C: -0.40393 -1.43047 3.72550  -0.051
C: -1.26752 -0.40546 4.10546  -0.304
C: -2.18996 -0.53782 5.29339  -0.056
C: -1.21611 0.75808 3.36249  -0.012
C: -0.39002 0.91163 2.25230  -0.111
N: -0.47797 2.18634 1.57428  -0.050
C: -1.53688 3.02099 1.60522  -0.070
C: -1.17764 4.19069 0.97306  -0.033
C: 0.14046 3.97426 0.55991  -0.120
N: 0.56046 2.76196 0.91788  0.039
C: 3.36869 -0.91374 -0.17071  -0.108
C: 4.05742 -1.95900 -0.76741  0.016
N: 4.07579 0.31595 0.06639  -0.048
C: 5.37735 0.46184 0.39721  -0.048
C: 5.62041 1.80575 0.54751  -0.045
C: 4.38731 2.42141 0.28637  -0.101
N: 3.46210 1.51833 -0.00015  0.032
H: 3.69466 -5.25219 -1.56276  0.072
H: 5.20418 -4.42306 -1.17520  0.076
H: 4.40609 -4.11677 -2.71287  0.081
H: 1.58580 -4.23528 -0.92045  0.111
H: 0.35414 -2.38879 0.12644  0.115
H: 1.12411 -2.09841 2.40805  0.107
H: -0.38024 -2.34885 4.30477  0.112
H: -2.43028 -1.58485 5.48389  0.073
H: -3.12425 0.00239 5.12976  0.071
H: -1.73209 -0.13641 6.20200  0.078
H: -1.84156 1.58958 3.66727  0.115
H: -2.47461 2.73399 2.04866  0.122
H: -1.78392 5.06934 0.83116  0.099
H: 0.79703 4.62859 0.00860  0.117
H: 5.09214 -1.81285 -1.06166  0.121
H: 6.02760 -0.38704 0.52000  0.125
H: 6.55280 2.27315 0.81365  0.096
H: 4.12560 3.46804 0.30982  0.119
O: 0.24128 2.01567 -3.63091  -0.313
Cl: 1.56204 2.09394 -3.07710  0.730
O: 2.49076 2.52860 -4.06191  -0.265
O: 1.56567 3.02224 -1.92109  -0.364
O: 1.96630 0.79992 -2.50347  -0.339
O: -0.41109 0.96333 -1.03292  -0.546
S: -1.73206 1.35506 -1.64776  1.105
C: -2.09220 0.02049 -2.79122  -0.357
C: -3.31473 0.00255 -3.44580  -0.075
C: -3.62738 -1.07954 -4.25224  -0.074
C: -2.71564 -2.11935 -4.40210  -0.077
C: -1.48390 -2.06693 -3.76499  -0.058
C: -1.16194 -0.98860 -2.95145  -0.053
C: -2.91270 0.84910 -0.39038  -0.369
C: -4.09726 1.54935 -0.23252  -0.095
C: -4.99205 1.14974 0.75253  -0.079
C: -4.68337 0.07338 1.57411  -0.069
C: -3.48210 -0.61136 1.41483  -0.056
C: -2.59240 -0.22785 0.42431  -0.058
H: -4.01987 0.81758 -3.31631  0.113
H: -4.58463 -1.11706 -4.75543  0.106
H: -2.96801 -2.97087 -5.02101  0.104
H: -0.77020 -2.87050 -3.89625  0.109
H: -0.20416 -0.92217 -2.44862  0.104
H: -4.31237 2.40524 -0.86494  0.113
H: -5.92245 1.68696 0.88473  0.105
H: -5.37824 -0.23025 2.34689  0.105
H: -3.23255 -1.43932 2.06720  0.113
H: -1.64478 -0.73847 0.28767  0.111

=====

[2]
This record from OMol25 describes a structure of composition C32H29BEuF2N8O3S2. The level of theory is ωB97M-V/def2-TZVPD.

## Properties
Electronic energy, a.u.: -3632.3076
Maximum force, eV Å⁻¹: 0.89
Charge: -2
ΔE to the lowest compared entry with this formula, charge and spin, kcal/mol: 0.00
HOMO level (alpha / beta), eV: 0.1 / -1.4
E_LUMO (alpha / beta), eV: 4.490 / 4.489
Spin multiplicity: 8
Frontier orbital gap (alpha / beta), eV: 4.434 / 5.900
<S²>: 15.7593

Last column: Löwdin charge in e.
Element x y z (Å)
Eu: 0.67433 -0.27126 -0.58485  1.514
O: 4.55636 0.95346 1.01445  -0.054
C: 3.72191 0.64948 0.13459  -0.520
N: 3.08951 -0.49496 -0.09231  -0.025
C: 3.48498 -1.70775 0.48030  -0.238
C: 4.69618 -1.88941 1.15980  -0.047
C: 5.09945 -3.14129 1.60620  -0.143
C: 4.29563 -4.24347 1.37260  -0.142
C: 3.08461 -4.09387 0.70691  -0.039
C: 2.63899 -2.84090 0.26327  -0.218
N: 1.44935 -2.62936 -0.44734  -0.015
C: 0.57257 -3.60930 -0.65011  -0.506
O: 0.50868 -4.75432 -0.16212  -0.044
C: -0.46334 -3.26351 -1.71436  -0.232
C: -1.29768 -4.28860 -2.15513  -0.034
C: -2.22224 -4.03964 -3.14814  -0.089
C: -2.25752 -2.77380 -3.70921  -0.084
C: -1.37863 -1.82006 -3.22713  -0.203
N: -0.50887 -2.03468 -2.24290  0.026
C: 3.36029 1.71426 -0.89113  -0.214
C: 3.94328 2.97543 -0.79868  -0.033
C: 3.66857 3.92236 -1.76737  -0.090
C: 2.86033 3.55978 -2.83371  -0.083
C: 2.33417 2.27796 -2.85369  -0.191
N: 2.54555 1.37933 -1.89743  0.054
H: 5.32804 -1.02894 1.31262  0.082
H: 6.03861 -3.25112 2.13994  0.076
H: 4.60501 -5.23007 1.70417  0.076
H: 2.46546 -4.95503 0.52118  0.078
H: -1.19100 -5.24968 -1.67264  0.104
H: -2.90511 -4.81586 -3.47516  0.094
H: -2.95741 -2.51820 -4.49444  0.092
H: -1.37722 -0.82711 -3.65757  0.022
H: 4.59689 3.16859 0.04083  0.103
H: 4.07959 4.92325 -1.69593  0.092
H: 2.61608 4.26203 -3.62092  0.090
H: 1.68899 1.96470 -3.66458  0.061
O: -1.05336 0.66675 0.73299  -0.139
N: 0.36371 2.51682 -0.59952  -0.023
C: 0.53447 3.47447 0.30913  -0.152
C: -0.30200 4.56871 0.44012  -0.089
C: -1.37348 4.67501 -0.44245  -0.098
C: -1.54533 3.71403 -1.41535  -0.123
C: -0.66005 2.62194 -1.46457  -0.757
S: -0.82968 1.36199 -2.64400  0.562
H: 1.37758 3.33597 0.97974  0.117
H: -0.14772 5.29336 1.22868  0.090
H: -2.07312 5.50058 -0.36159  0.092
H: -2.35598 3.76423 -2.12956  0.074
C: 0.63531 -1.27223 4.75490  -0.094
C: 1.72515 -0.59063 4.24216  -0.064
C: 1.81828 -0.42792 2.86724  -0.113
N: 0.92735 -0.92457 2.01320  0.016
C: -0.10087 -1.60727 2.51239  -0.134
C: -0.30237 -1.78373 3.87177  -0.062
H: 0.51173 -1.40171 5.82435  0.091
H: 2.49839 -0.19310 4.88618  0.095
H: 2.65512 0.11107 2.43516  0.099
H: -0.79647 -2.02245 1.79230  0.068
H: -1.17765 -2.31547 4.22216  0.096
C: -4.95262 0.01807 1.74895  -0.078
N: -4.71305 0.29794 0.36066  -0.165
C: -5.11397 1.56421 -0.21778  -0.130
C: -4.47859 1.51727 -1.61524  -0.144
N: -3.65069 0.32181 -1.57823  0.010
C: -3.78254 -0.33902 -0.40068  -0.817
S: -3.00151 -1.74574 -0.00011  0.687
H: -4.43255 0.74068 2.38491  0.083
H: -4.56595 -0.97741 1.95819  0.040
H: -6.02646 0.05082 1.95996  0.077
H: -4.73832 2.39909 0.38498  0.115
H: -6.20576 1.63183 -0.26420  0.107
H: -3.88181 2.40307 -1.83194  0.079
H: -5.24042 1.41322 -2.39454  0.104
H: -2.71338 0.38086 -1.98372  -0.012
F: -0.47600 1.68317 2.79797  0.121
B: -1.31746 1.42753 1.72729  -1.058
F: -2.48230 2.16830 1.90806  0.104

=====

[3]
This record from OMol25 describes a structure of composition C32H29BrN5OS2Ti in a non-equilibrium geometry. The level of theory is ωB97M-V/def2-TZVPD.

## Properties
Electronic energy, a.u.: -5804.7764
Maximum force, eV Å⁻¹: 4.13
Charge: +3
ΔE to the lowest compared entry with this formula, charge and spin, kcal/mol: 11.13
HOMO level, eV: -16.4
E_LUMO, eV: -10.754
Frontier orbital gap, eV: 5.682

Last column: Löwdin charge in e.
Element x y z (Å)
Ti: -0.99544 -0.70879 -0.39219  0.948
N: -1.63784 -4.09895 2.20592  0.135
C: -1.56514 -2.90966 1.54253  -0.779
S: -1.84011 -2.96424 -0.17541  0.751
N: -1.28778 -1.80356 2.26911  0.028
N: -1.45834 -0.61744 1.55279  -0.128
C: -1.99645 0.44475 2.13580  -0.112
C: -2.50482 0.59204 3.53101  -0.148
C: -1.86904 -0.09800 4.57262  -0.020
C: -2.37321 -0.04105 5.85510  -0.032
C: -3.56722 0.62737 6.12524  -0.005
C: -4.19457 1.31198 5.08523  -0.023
C: -3.70984 1.26611 3.76876  -0.020
C: -2.17472 1.48922 1.20578  -0.164
C: -2.59136 2.80526 1.46004  0.059
C: -2.69041 3.73160 0.42928  0.048
C: -2.38996 3.30587 -0.85781  0.021
C: -1.95750 2.00584 -1.12155  -0.042
N: -1.89488 1.11133 -0.10417  -0.008
H: -2.04741 -4.87112 1.71203  0.106
H: -1.72474 -4.06719 3.21053  0.130
H: -0.97161 -0.62776 4.33238  0.099
H: -1.80627 -0.49801 6.66196  0.127
H: -4.07517 0.50503 7.10389  0.144
H: -5.01492 1.97452 5.24410  0.115
H: -4.26487 1.67802 2.90526  0.129
H: -2.84755 3.03621 2.47541  0.120
H: -2.98014 4.74251 0.66924  0.143
H: -2.49043 3.96687 -1.68398  0.125
H: -1.61174 1.65559 -2.09825  0.127
O: 0.73236 -0.30175 -0.64389  -0.576
S: 1.68112 0.48382 0.51995  1.186
C: 2.57242 -0.88169 1.33483  -0.260
C: 3.22833 -1.90089 0.41030  -0.308
C: 4.55274 -1.68740 -0.00150  -0.044
C: 5.26297 -2.73502 -0.62858  -0.022
C: 4.71311 -4.03612 -0.65805  -0.027
C: 3.34543 -4.18170 -0.39881  -0.030
C: 2.58207 -3.09187 0.11062  -0.036
C: 2.98427 1.00950 -0.71711  -0.233
C: 2.61405 2.17984 -1.58320  -0.288
C: 2.67508 2.06854 -2.97497  -0.030
C: 2.47169 3.19024 -3.79170  -0.037
C: 2.09552 4.39123 -3.21131  -0.042
C: 1.86788 4.43910 -1.84839  -0.071
C: 2.15080 3.38148 -1.01142  -0.054
H: 1.85504 -1.36374 2.04359  0.115
H: 3.34504 -0.39930 1.93789  0.122
H: 5.07878 -0.75561 0.18044  0.115
H: 6.31878 -2.59452 -0.88206  0.125
H: 5.38097 -4.84011 -0.83125  0.111
H: 2.82746 -5.10561 -0.59639  0.111
H: 1.52189 -3.20829 0.38926  0.103
H: 3.06995 0.13134 -1.35040  0.093
H: 3.90945 1.22443 -0.18338  0.123
H: 3.04264 1.14673 -3.39333  0.115
H: 2.54561 3.05282 -4.86777  0.123
H: 1.92691 5.23224 -3.84770  0.117
H: 1.45261 5.30792 -1.40149  0.107
H: 1.97507 3.49664 0.08845  0.127
Br: 0.91993 -2.66176 -5.29932  0.865
C: -0.50165 -1.91870 -4.29949  -0.616
C: -1.87623 -2.11462 -4.75853  0.019
C: -2.90250 -1.47252 -4.04882  0.007
C: -2.62426 -0.85141 -2.84585  -0.130
N: -1.35095 -0.68509 -2.46558  -0.123
C: -0.26048 -1.13522 -3.19759  -0.131
H: -2.02167 -2.79666 -5.59060  0.128
H: -3.95233 -1.50161 -4.34362  0.140
H: -3.39877 -0.51326 -2.16302  0.132
H: 0.72229 -0.94576 -2.80082  0.101